Record 1
{"formula": "C21H16ClN5O5S", "method": "the ωB97M-V functional and the def2-TZVPD basis", "multiplicity": 1, "gap_ev": 5.63, "energy_ha": -2317.8649, "lumo_energy_ev": -2.2, "charge": 0, "symbols": ["C", "C", "C", "C", "C", "C", "C", "N", "C", "O", "C", "N", "N", "C", "C", "C", "C", "S", "O", "O", "N", "C", "C", "C", "C", "C", "Cl", "C", "C", "C", "N", "O", "O", "H", "H", "H", "H", "H", "H", "H", "H", "H", "H", "H", "H", "H", "H", "H", "H"], "xyz": [[-2.392977, -7.210346, 2.927760], [-2.327947, -5.728073, 3.323002], [-2.171121, -5.243250, 4.719773], [-2.208472, -3.853062, 5.029900], [-2.496023, -2.942134, 3.899806], [-2.503060, -3.418146, 2.566441], [-2.430152, -4.755817, 2.258541], [-2.608369, -4.904955, 0.850458], [-2.540714, -3.651473, 0.354662], [-2.713208, -3.397348, -0.834819], [-2.473889, -2.694449, 1.402339], [-2.300757, -1.351658, 1.380620], [-1.940738, -0.665184, 0.115122], [-1.000410, 0.314338, -0.031387], [-1.260906, 1.526406, 0.840121], [-0.281395, 2.605028, 0.637830], [0.770303, 2.552006, -0.297667], [2.035456, 3.865807, -0.212023], [2.818345, 4.030103, 1.099165], [1.412739, 5.134772, -0.565243], [3.150586, 3.446339, -1.422361], [3.154992, 4.202064, -2.585111], [2.336793, 3.791312, -3.579135], [2.438352, 4.440565, -4.843751], [3.439004, 5.440553, -5.007859], [4.357991, 5.711659, -4.079609], [5.574435, 7.005542, -4.401276], [4.169427, 5.118496, -2.764562], [0.829079, 1.333776, -1.153687], [-0.116216, 0.314891, -1.067047], [0.049796, -0.748030, -2.035081], [0.275403, -0.441015, -3.242413], [0.021800, -1.878196, -1.606129], [-2.693276, -7.883250, 3.738791], [-1.539852, -7.523807, 2.418940], [-3.242572, -7.432011, 2.207935], [-1.835473, -5.992981, 5.449672], [-2.003820, -3.438015, 5.939360], [-2.526512, -1.853295, 4.046974], [-2.413280, -0.863305, 2.271435], [-1.895171, -1.243846, -0.719263], [-2.076463, 1.705955, 1.604370], [-0.253946, 3.540079, 1.234016], [4.048669, 3.401407, -0.968286], [1.682945, 2.942298, -3.498077], [1.672825, 4.279106, -5.605093], [3.518163, 5.879762, -6.028853], [4.834203, 5.485754, -1.955254], [1.655412, 1.045628, -1.813050]], "forces_ev_per_angstrom": [[-2.9, 0.6, 0.4], [0.0, 0.8, 0.8], [0.5, -0.1, -3.1], [-1.4, 0.2, -5.7], [1.5, -1.5, 1.8], [-0.4, 1.5, 4.6], [-1.0, -2.2, -1.1], [1.1, -0.4, 2.0], [-1.0, -4.1, -3.4], [0.4, 1.4, -0.2], [1.1, 5.1, 1.7], [0.7, -1.6, -2.8], [-1.3, -1.5, 0.6], [-3.4, 2.9, 4.4], [3.8, 1.0, -2.1], [-0.9, -0.8, 0.6], [0.0, -3.5, -1.0], [2.0, 3.1, 2.7], [-2.4, -2.2, -3.8], [-0.2, -1.7, -0.3], [-0.9, -0.9, 2.8], [1.7, 0.1, -0.1], [-0.8, 0.8, -3.9], [0.2, 0.5, 2.0], [-1.9, -1.2, -3.6], [0.6, 0.5, 3.4], [-0.9, -1.3, 0.5], [1.4, 2.2, -1.6], [0.7, 2.2, 1.2], [1.6, 2.2, -0.1], [0.8, -0.3, -2.6], [-0.6, -0.4, 3.1], [-0.2, -0.2, -0.1], [0.7, 0.3, 0.3], [1.6, -0.6, -0.6], [0.9, 0.9, 0.5], [-0.6, 0.4, -0.1], [0.3, 0.7, 2.4], [-0.1, -0.5, 0.4], [0.3, 0.4, -0.9], [-0.9, -1.5, 1.0], [1.0, -0.8, -1.3], [-0.6, -0.8, -0.1], [0.2, -0.1, 0.2], [-0.3, 0.0, 0.4], [0.6, -0.2, 0.1], [-0.1, -0.1, 1.0], [-0.6, -0.6, -0.5], [-0.2, 1.0, 0.1]], "mulliken_charge": [-1.260, 0.634, -0.508, -0.901, -0.563, 0.826, -0.149, -0.818, 0.216, -0.622, 0.750, 0.059, -0.386, 0.467, -0.946, -0.467, -0.257, 1.344, -0.684, -0.620, -0.297, 0.340, -0.129, -0.722, -0.342, -0.094, -0.206, -0.454, 0.228, -0.017, 0.842, -0.546, -0.505, 0.398, 0.312, 0.313, 0.389, 0.513, 0.218, 0.260, 0.400, 0.279, 0.388, 0.381, 0.419, 0.368, 0.320, 0.373, 0.455]}

Record 2
{"formula": "C21H16F2N2O5", "method": "the ωB97M-V functional and the def2-TZVPD basis", "multiplicity": 1, "gap_ev": 9.10, "energy_ha": -1495.3414, "lumo_energy_ev": 0.2, "charge": 0, "symbols": ["C", "C", "C", "C", "C", "C", "O", "O", "C", "C", "O", "N", "C", "C", "C", "F", "C", "C", "C", "F", "C", "C", "N", "C", "O", "C", "C", "C", "C", "O", "H", "H", "H", "H", "H", "H", "H", "H", "H", "H", "H", "H", "H", "H", "H", "H"], "xyz": [[3.159562, 1.751004, 2.182669], [2.152726, 0.803757, 1.625502], [0.842155, 0.820642, 2.095332], [-0.104799, -0.084103, 1.663337], [0.253629, -1.060552, 0.735862], [-0.688947, -2.081805, 0.243131], [-0.424569, -2.932909, -0.567710], [-1.914844, -1.957608, 0.807089], [-2.923089, -2.860420, 0.385056], [-4.193749, -2.147286, -0.077853], [-5.163492, -2.768024, -0.440657], [-4.092947, -0.793884, -0.021434], [-5.046537, 0.160743, -0.351663], [-6.305316, -0.143565, -0.858271], [-7.175326, 0.890916, -1.152431], [-8.390361, 0.585322, -1.640887], [-6.849542, 2.222590, -0.966268], [-5.597390, 2.530466, -0.461366], [-4.722743, 1.508441, -0.163295], [-3.497297, 1.805571, 0.337085], [1.551932, -1.080912, 0.237815], [2.491605, -0.148625, 0.653785], [3.785131, -0.233183, 0.109188], [4.493777, 0.786699, -0.462861], [4.128227, 1.943239, -0.511959], [5.777056, 0.343988, -1.028286], [6.758881, 1.079822, -1.641238], [7.771070, 0.164801, -2.000103], [7.335596, -1.057576, -1.584266], [6.135282, -0.964699, -0.997013], [2.778100, 2.237381, 3.076246], [4.083250, 1.226222, 2.423864], [3.406177, 2.510527, 1.440252], [0.567492, 1.559884, 2.833077], [-1.108656, -0.049349, 2.054859], [-3.183928, -3.520387, 1.219188], [-2.543105, -3.479222, -0.437955], [-3.212184, -0.427750, 0.325365], [-6.596537, -1.168512, -1.016566], [-7.560458, 2.994088, -1.210947], [-5.294897, 3.551878, -0.297177], [1.814017, -1.837033, -0.488158], [4.097231, -1.167662, -0.119887], [6.740558, 2.137182, -1.803982], [8.692646, 0.383820, -2.498314], [7.774615, -2.033915, -1.648176]], "forces_ev_per_angstrom": [[0.0, 0.2, -0.1], [0.0, -0.1, -0.1], [0.0, 0.0, -0.1], [0.0, -0.2, -0.2], [0.3, 0.3, 0.2], [0.0, -0.3, -0.4], [0.0, 0.2, 0.2], [-0.1, 0.2, 0.2], [-0.2, -0.7, -0.3], [0.5, 0.1, 0.2], [-0.1, -0.3, 0.0], [0.5, 0.4, 0.2], [-0.3, 0.4, -0.1], [-0.2, 0.0, -0.1], [0.3, 0.2, 0.1], [0.0, 0.0, 0.0], [-0.2, -0.2, -0.1], [0.2, -0.3, 0.1], [-0.2, -0.1, -0.1], [0.0, -0.1, 0.0], [-0.2, 0.0, 0.1], [-0.5, 0.1, 0.1], [0.2, -0.4, 0.0], [-0.2, -0.2, 0.0], [0.1, 0.0, -0.1], [0.7, 1.0, -0.5], [-0.8, -0.3, 0.4], [-0.1, -0.6, 0.1], [0.7, 0.3, -0.4], [-0.4, -0.2, 0.3], [0.0, 0.0, 0.1], [0.1, 0.0, 0.0], [0.0, 0.0, 0.1], [0.0, 0.1, 0.1], [-0.1, 0.0, 0.0], [0.0, 0.1, -0.1], [-0.2, 0.2, 0.2], [-0.2, -0.1, -0.1], [0.0, 0.0, 0.0], [-0.1, 0.1, 0.0], [0.1, 0.1, 0.0], [0.0, 0.0, -0.1], [0.1, 0.1, 0.1], [-0.1, 0.2, 0.0], [0.2, 0.0, -0.1], [0.0, -0.2, 0.0]], "mulliken_charge": [-1.653, 1.299, -1.144, -0.686, 0.030, 0.668, -0.624, -0.314, -0.546, 0.592, -0.654, 0.017, 0.104, -0.366, 0.184, -0.329, -0.541, -0.550, 0.360, -0.282, -0.572, 0.354, -0.076, 0.307, -0.635, 0.394, -0.541, -0.396, -0.436, -0.334, 0.445, 0.347, 0.321, 0.352, 0.504, 0.321, 0.361, 0.056, 0.590, 0.442, 0.416, 0.473, 0.326, 0.514, 0.448, 0.457]}